Model i:
Computed, not measured: a gas-phase ion, C3H9N2 (charge +1), with the ωB97M-V functional and the def2-TZVPD basis.

Last column: natural (NBO) charge in e.
Geometry (Å):
1 C 1.83087 0.17478 -1.10326  -0.624
2 C 0.64848 0.88032 -0.36139  -0.233
3 N -0.28057 -0.23095 0.03312  -0.494
4 C -1.14669 -0.13459 0.99710  0.403
5 N -2.23111 -0.89591 1.16628  -0.722
6 H 1.84723 0.53725 -2.13961  0.238
7 H 1.59276 -0.86806 -1.20674  0.210
8 H 2.79532 0.41871 -0.64624  0.250
9 H 0.06699 1.63685 -0.87263  0.230
10 H 1.14966 1.18851 0.56556  0.227
11 H -0.33588 -0.81106 -0.79467  0.426
12 H -1.04780 0.73856 1.62731  0.229
13 H -2.51892 -1.65427 0.56588  0.432
14 H -2.37033 -0.98014 2.16930  0.429

Computed properties:
Charge: +1
LUMO: -3.9706 eV
SMILES: CCNC=[NH2+]


Model ii:
Computed, not measured: 2 unconnected molecules or ions with the total composition C3H9N2, with the ωB97M-V functional and the def2-TZVPD basis.

Last column: natural (NBO) charge in e.
Geometry (Å):
1 C 0.29161 -1.46141 0.99772  -0.676
2 C 0.90228 -0.60037 -0.08850  0.126
3 C 0.27909 0.55037 -0.41602  0.212
4 N -3.00970 2.13972 -0.01443  -1.035
5 N 2.14837 -0.93692 -0.44794  -0.618
6 H 0.37079 -2.54142 0.85733  0.260
7 H 0.75641 -1.30146 1.98247  0.290
8 H -0.73462 -1.14578 1.19923  0.266
9 H 0.52898 1.23088 -1.22830  0.222
10 H -3.92825 1.99368 -0.41046  0.383
11 H -2.60602 2.95596 -0.46590  0.363
12 H -2.32757 1.40440 -0.11679  0.334
13 H 2.62567 -0.33544 -1.10008  0.430
14 H 2.55883 -1.76653 -0.04971  0.444

Computed properties:
Charge: +1
LUMO: -8.5191 eV


Which structure is the most stable? The one labeled model i.


Model i:
Computed, not measured: 2 unconnected molecules or ions with the total composition C4H8NO3, with the ωB97M-V functional and the def2-TZVPD basis.

Last column: natural (NBO) charge in e.
Geometry (Å):
1 C 1.94661 -0.24250 -2.28269  -0.741
2 C 1.60842 0.30910 -0.90685  0.759
3 O 1.32641 1.51484 -0.73725  -0.298
4 O 1.43901 -0.57697 0.00522  -0.455
5 H 1.20712 -1.06639 -2.50057  0.264
6 H 2.89364 -0.72559 -2.15651  0.250
7 H 2.01192 0.65003 -2.95424  0.245
8 C -1.33327 1.21095 1.31266  -0.713
9 C -1.80732 -0.30603 1.47737  0.669
10 O -2.95261 -0.46766 1.93523  -0.660
11 N -1.02278 -1.32891 1.19582  -0.826
12 H -1.34006 -2.26417 1.30232  0.399
13 H -0.08896 -1.19954 0.68052  0.417
14 H -1.56002 1.65192 2.31558  0.254
15 H -1.94806 1.59482 0.59011  0.222
16 H -0.38004 1.24611 0.72327  0.213

Computed properties:
LUMO (alpha / beta): 0.3982 / -4.5156 eV
Spin multiplicity: 2


Model ii:
Computed, not measured: a molecular structure, C4H8NO3, with the ωB97M-V functional and the def2-TZVPD basis.

Last column: natural (NBO) charge in e.
Geometry (Å):
1 C 0.92422 -0.80307 0.79209  -0.308
2 C 0.40390 0.58238 0.52956  -0.252
3 C 0.56139 1.24064 -0.72900  0.143
4 O 0.35069 2.50775 -0.98132  -0.583
5 N -0.20851 -1.69031 0.54820  -0.208
6 C -0.53728 -2.89093 1.26131  0.777
7 O -1.59164 -3.50517 0.92176  -0.595
8 O 0.30895 -3.12981 2.17325  -0.661
9 H 1.78365 -0.95948 0.05490  0.259
10 H 1.22109 -0.86431 1.84599  0.300
11 H -0.34644 0.40399 -0.52603  0.285
12 H -0.09347 1.16063 1.34900  0.271
13 H -1.31157 4.10615 -2.87210  0.013
14 H 1.36787 0.70785 -1.37006  0.166
15 H -1.93125 4.54947 -2.83633  -0.014
16 H -0.90159 -1.41580 -0.16122  0.407

Computed properties:
LUMO (alpha / beta): -0.8088 / -4.5931 eV
Spin multiplicity: 2


Which structure is the most stable? The one labeled model i.


Model i:
Computed, not measured: 2 unconnected molecules or ions with the total composition C4H8NO3, with the ωB97M-V functional and the def2-TZVPD basis.

Last column: natural (NBO) charge in e.
Geometry (Å):
1 C 1.85604 -2.24809 -1.27447  -0.585
2 C 1.35627 -0.72953 -1.48465  0.713
3 O 1.56628 0.04234 -0.52826  -0.573
4 O 0.88900 -0.52397 -2.59564  -0.303
5 H 1.16984 -2.48205 -0.46109  0.254
6 H 2.88420 -2.16547 -0.87874  0.250
7 H 1.91748 -2.65013 -2.26843  0.243
8 C -1.28533 0.38257 2.69424  -0.726
9 C -1.45077 1.01918 1.32988  0.664
10 O -2.05292 2.08881 1.26676  -0.632
11 N -1.00217 0.40542 0.23388  -0.794
12 H -0.85471 0.94017 -0.61028  0.407
13 H -0.45365 -0.43083 0.29662  0.383
14 H -0.43148 -0.28513 2.84968  0.211
15 H -2.23154 0.03381 3.10504  0.242
16 H -1.02520 1.24473 3.29996  0.247

Computed properties:
LUMO (alpha / beta): 0.4193 / -4.1116 eV
Spin multiplicity: 2


Model ii:
Computed, not measured: 2 unconnected molecules or ions with the total composition C4H8NO3, with the ωB97M-V functional and the def2-TZVPD basis.

Last column: natural (NBO) charge in e.
Geometry (Å):
1 C 0.10761 -1.81664 -0.58664  -0.648
2 C 0.97781 -0.86827 -1.50131  0.725
3 O 0.43464 0.03861 -2.09104  -0.598
4 O 2.17789 -1.25261 -1.44125  -0.208
5 H -0.94863 -1.66350 -0.75220  0.257
6 H 0.42499 -1.59747 0.41367  0.241
7 H 0.41011 -2.84668 -0.80139  0.233
8 C 0.36606 1.70414 1.28306  -0.724
9 C -0.93157 0.95885 1.41122  0.667
10 O -1.34779 0.54932 2.47252  -0.605
11 N -1.50852 0.64156 0.21375  -0.850
12 H -2.47436 0.42586 0.01793  0.407
13 H -0.96154 0.89217 -0.59561  0.404
14 H 0.51957 2.25328 0.34997  0.220
15 H 1.16578 0.95321 1.29801  0.230
16 H 0.57718 2.38453 2.10801  0.248

Computed properties:
LUMO (alpha / beta): 0.6483 / -3.6629 eV
Spin multiplicity: 2


Which structure is the most stable? The one labeled model ii.


Model i:
Computed, not measured: C3H4N2OS2 in the gas phase, with the ωB97M-V functional and the def2-TZVPD basis.

Last column: natural (NBO) charge in e.
Geometry (Å):
1 C 0.03338 0.15811 1.46476  0.509
2 C 2.01258 -0.21887 -0.17327  -0.173
3 C -1.62905 0.03922 -0.40503  -0.415
4 N 0.76657 0.00876 -0.71881  -0.418
5 N -0.25673 0.24185 0.12253  -0.269
6 O -0.70117 0.21429 2.41725  -0.580
7 S 3.32472 -0.34911 -1.05202  -0.061
8 S 1.80003 -0.11667 1.55385  0.324
9 H -1.76041 -1.08508 -0.57681  0.201
10 H -2.39283 0.39001 0.38883  0.255
11 H -1.79471 0.42605 -1.31063  0.201
12 H 0.59761 0.29143 -1.71066  0.425

Computed properties:
LUMO: 0.3572 eV
SMILES: Cn1[nH]c(=S)sc1=O


Model ii:
Computed, not measured: a molecular structure, C3H4N2OS2, with the ωB97M-V functional and the def2-TZVPD basis.

Last column: natural (NBO) charge in e.
Geometry (Å):
1 C 1.16242 -0.29396 0.15331  -0.376
2 C 0.61290 -1.50642 0.05271  0.169
3 C 0.07628 0.65510 0.26022  0.370
4 H 2.88028 1.54339 0.72339  0.160
5 H 1.14975 -2.49814 -0.06662  0.230
6 H -3.57861 0.27420 0.71279  0.127
7 H 0.65748 2.56475 0.20468  0.352
8 N -1.11662 -0.13577 0.39185  -0.274
9 N -0.12941 1.95856 0.07164  -0.713
10 O -0.73535 -1.50206 0.13976  -0.313
11 S 2.83305 0.09380 -0.23184  0.039
12 S -2.68390 0.17147 -0.31405  0.230

Computed properties:
LUMO: -0.2903 eV


Which structure is the most stable? The one labeled model i.


Model i:
Computed, not measured: C4H10N2O2 in the gas phase, with the ωB97M-V functional and the def2-TZVPD basis.

Last column: natural (NBO) charge in e.
Geometry (Å):
1 C 1.95882 0.73909 0.33086  -0.270
2 C -2.46637 -0.77640 -0.25999  -0.412
3 N -1.39741 -0.39346 -1.18882  -0.675
4 C -0.32876 0.36800 -0.60222  0.373
5 C 0.84196 -0.11839 -0.18845  0.140
6 N 2.01498 0.84775 1.79032  -0.820
7 O -0.65596 1.66257 -0.82312  -0.693
8 O 0.95982 -1.50819 -0.08155  -0.705
9 H -1.54077 1.37491 -1.36097  0.500
10 H 1.89578 -1.73180 -0.14042  0.476
11 H -1.00934 -1.22340 -1.62483  0.387
12 H 1.99140 -0.07879 2.20707  0.350
13 H 1.19254 1.34220 2.12085  0.357
14 H 2.92253 0.33251 -0.00206  0.182
15 H 1.85052 1.74382 -0.07935  0.224
16 H -2.84497 0.12783 0.21586  0.197
17 H -2.11339 -1.46624 0.51381  0.188
18 H -3.27139 -1.24202 -0.82700  0.202

Computed properties:
LUMO: 0.7402 eV
SMILES: CN/C(O)=C(\O)CN


Model ii:
Computed, not measured: 3 unconnected molecules or ions with the total composition C4H10N2O2, with the ωB97M-V functional and the def2-TZVPD basis.

Last column: natural (NBO) charge in e.
Geometry (Å):
1 C 3.14176 -0.84342 -2.05510  -0.633
2 C 2.06485 -0.61395 -1.13742  0.094
3 C 1.82278 -0.86794 0.25329  -0.125
4 N 0.47202 -0.54693 0.45838  -0.535
5 C -0.07433 -0.01962 -0.73132  0.134
6 N 0.92564 -0.02079 -1.66913  -0.455
7 H 3.12586 -0.24679 -3.04269  0.239
8 H 4.05857 -0.72766 -1.61845  0.215
9 H 2.98710 -1.94904 -2.30951  0.219
10 H 2.36173 -1.53552 0.92389  0.211
11 H 0.02939 -0.88591 1.39571  0.428
12 H -0.85344 0.67156 -0.73233  0.207
13 H -2.08065 3.87916 0.07820  0.455
14 H -2.60726 2.77333 -0.61021  0.458
15 O -1.72954 3.10805 -0.20299  -0.911
16 H -4.81706 0.02021 3.74061  0.472
17 H -4.61219 -1.47693 3.44888  0.469
18 O -4.21523 -0.71782 3.81020  -0.940

Computed properties:
LUMO: 0.5293 eV
SMILES: Cc1c[nH]cn1.O.O


Which structure is the most stable? The one labeled model i.


Model i:
Computed, not measured: 2 unconnected molecules or ions with the total composition C4H10N2O2, with the ωB97M-V functional and the def2-TZVPD basis.

Last column: natural (NBO) charge in e.
Geometry (Å):
1 O 1.86728 1.77962 -0.69441  -0.554
2 C 1.08792 1.85359 0.24758  0.546
3 N 0.56132 2.96679 0.77932  -0.669
4 C 0.09363 -2.92640 -0.42481  -0.268
5 O 0.00973 -1.63998 0.01949  -0.602
6 C 0.54270 0.60747 0.95223  -0.309
7 N -0.84172 0.59115 0.72749  -0.296
8 C -1.22573 0.65377 -0.66163  -0.454
9 H 0.89239 3.74230 0.19440  0.339
10 H 0.95246 -3.05283 -1.10937  0.206
11 H -0.79412 -3.26117 -1.00347  0.179
12 H 0.17048 -3.66266 0.39936  0.156
13 H 0.95339 -0.28495 0.39137  0.342
14 H 0.81526 0.73400 1.99913  0.252
15 H -1.24114 -0.22697 1.20394  0.427
16 H -0.90472 1.62714 -1.02589  0.228
17 H -2.30276 0.58260 -0.79383  0.220
18 H -0.63638 -0.08348 -1.20091  0.257

Computed properties:
LUMO: -4.1482 eV


Model ii:
Computed, not measured: C4H10N2O2 in the gas phase, with the ωB97M-V functional and the def2-TZVPD basis.

Last column: natural (NBO) charge in e.
Geometry (Å):
1 C 0.23512 -1.43902 0.27900  0.334
2 C 0.73318 0.36545 -1.28226  0.386
3 C -0.58011 1.36479 0.49827  -0.250
4 C -0.32475 0.05501 1.25421  -0.581
5 N 0.31001 -1.07175 -1.06395  -0.671
6 N -0.42831 1.16805 -0.95180  -0.661
7 O -0.54555 -2.52100 0.55936  -0.682
8 O 1.85149 0.62892 -0.52670  -0.710
9 H -1.41831 -2.41066 0.15886  0.467
10 H 1.52130 0.44840 0.45126  0.484
11 H -0.56075 -1.23521 -1.55880  0.364
12 H -0.39039 2.05947 -1.43059  0.367
13 H 1.22717 -1.61063 0.69444  0.165
14 H 0.96632 0.47171 -2.34477  0.182
15 H -1.58464 1.76120 0.68793  0.204
16 H 0.13910 2.11684 0.84934  0.171
17 H -1.30062 -0.37190 1.50251  0.215
18 H 0.14975 0.22033 2.22368  0.216

Computed properties:
LUMO: 0.7654 eV
SMILES: O[C@@H]1NCC[C@@H](O)N1


Model iii:
Computed, not measured: a molecular structure, C4H10N2O2, with the ωB97M-V functional and the def2-TZVPD basis.

Last column: natural (NBO) charge in e.
Geometry (Å):
1 C -2.05380 -0.46269 -0.00723  -0.541
2 N -2.54673 0.90802 1.10190  -0.735
3 C -0.52700 -0.60524 -0.23472  -0.146
4 C -0.00636 -1.14509 -1.51689  -0.236
5 N 0.11377 0.69167 0.05230  -0.637
6 C 1.54710 0.58033 0.25640  0.438
7 O 1.87228 0.05991 1.38253  -0.615
8 O 2.04976 -0.05834 -0.97022  -0.538
9 H -2.39028 -0.69217 1.01494  0.363
10 H -2.62643 -1.04776 -0.72090  0.237
11 H -2.20948 0.73306 -0.19485  0.386
12 H -3.55750 1.01916 0.96848  0.333
13 H -0.20743 -1.25660 0.60620  0.217
14 H 1.18129 -0.43093 -1.37421  0.362
15 H 0.04349 -2.22709 -1.64021  0.232
16 H -0.40942 -0.62158 -2.37233  0.210
17 H -0.27106 1.25221 0.80312  0.417
18 H 1.83760 1.65812 0.11076  0.254

Computed properties:
LUMO: -3.3571 eV


Model iv:
Computed, not measured: 2 unconnected molecules or ions with the total composition C4H10N2O2, with the ωB97M-V functional and the def2-TZVPD basis.

Last column: natural (NBO) charge in e.
Geometry (Å):
1 C -1.84907 0.09256 -0.46220  -0.641
2 C -1.00380 -0.26289 0.72032  -0.144
3 C -1.07320 -1.45754 1.33118  -0.289
4 H 1.09572 1.01034 -1.34269  0.329
5 H -2.34108 -0.79014 -0.88523  0.221
6 H -2.62639 0.80703 -0.17390  0.228
7 H -1.24954 0.53490 -1.26370  0.232
8 H -1.76743 -2.22284 0.99896  0.199
9 H -0.44648 -1.70176 2.18562  0.222
10 N 1.73617 0.37622 -1.83232  -0.679
11 C -0.01858 0.71326 1.23688  0.752
12 N 2.06058 -0.80000 -1.07446  -0.676
13 O -0.06144 1.88440 0.58015  -0.683
14 O 0.79019 0.52628 2.12788  -0.602
15 H 0.60988 2.42800 1.04439  0.502
16 H 2.57325 0.92628 -2.04743  0.348
17 H 1.27846 -1.46221 -1.04874  0.348
18 H 2.29274 -0.60190 -0.09472  0.333

Computed properties:
LUMO: 0.2678 eV
SMILES: C=C(C)C(=O)O.NN


Which structure is the most stable? The one labeled model iv.